Entry 1:
Entry from the Open Molecules 2025 dataset: a structure of composition C58H61Br2FINO14Si2 in a non-equilibrium geometry (the ωB97M-V functional and the def2-TZVPD basis).

The calculation puts the HOMO-LUMO gap at 7.038 eV. As for the total energy: -9478.7629 hartree. The value obtained for the HOMO energy is -0.3349 hartree. Its largest force on an atom is 6.5 eV Å⁻¹. The spin multiplicity is 1.

The geometry in XYZ format:
```
140
Properties=species:S:1:pos:R:3:forces:R:3
C -2.885 -9.007 -0.419 0.162 0.104 -0.042
O -2.186 -9.858 0.597 -1.265 2.848 0.195
C -2.390 -9.201 1.912 -0.341 -0.912 1.474
C -0.998 -8.754 2.654 0.343 0.708 -0.005
C 0.173 -8.198 1.650 0.490 0.456 0.174
C 0.370 -6.561 1.902 -0.163 -1.247 -0.072
C 1.393 -6.343 3.180 0.545 0.614 -0.832
C 1.939 -4.769 3.251 -0.145 -0.527 0.817
C 1.380 -3.969 4.600 0.570 0.770 -0.889
C 2.305 -2.619 4.822 -0.265 0.530 -1.160
C 1.404 -1.215 4.704 0.576 -1.608 0.144
C 0.885 -1.114 3.147 -0.828 -1.096 0.636
Si 1.200 0.595 2.302 0.227 0.556 0.539
O 2.785 0.780 1.573 -2.581 -1.506 -1.509
Si 2.858 0.177 -0.071 0.334 2.032 0.644
I 1.875 -2.060 -0.439 0.198 0.216 0.064
C 2.132 1.378 -1.409 -0.428 0.192 -1.935
C 2.794 0.869 -2.859 1.220 -0.991 -0.267
C 1.708 0.079 -3.801 -0.419 1.065 1.033
F 2.318 -0.987 -4.669 -1.315 2.258 2.422
C 1.134 1.913 3.758 -3.667 0.731 2.765
Br 2.792 3.048 4.110 -1.826 -1.127 -0.307
C -0.043 2.122 4.645 3.986 0.786 -1.207
C -0.059 3.224 5.892 -0.528 -0.877 0.058
Br -1.744 1.021 4.427 2.069 1.351 0.176
C -0.277 1.097 1.123 -1.809 0.074 -1.564
C -1.138 -0.135 0.423 -1.828 6.098 -1.155
C -2.377 0.477 -0.521 3.246 1.734 2.649
C -2.507 2.100 -0.546 1.110 -1.501 0.632
N -1.686 3.164 0.100 1.207 -5.289 0.953
C -0.560 2.689 0.955 -2.481 -3.603 -2.063
H -2.659 -7.859 -0.221 -0.487 -2.413 -0.476
H -4.036 -9.196 -0.313 2.054 0.459 -0.337
H -2.511 -9.299 -1.492 -0.707 0.401 2.206
H -2.909 -10.015 2.611 1.050 1.695 -1.433
H -3.151 -8.300 1.862 1.695 -1.718 -0.172
H -1.269 -7.853 3.387 0.484 -1.987 -1.463
H -0.519 -9.582 3.329 -1.253 1.299 -1.413
H 1.198 -8.750 1.910 -2.211 1.259 -0.563
H -0.017 -8.409 0.506 0.042 0.331 2.403
H -0.720 -6.131 2.103 2.395 -0.651 -0.354
H 0.777 -6.094 0.895 -0.596 -0.718 2.263
H 2.348 -7.028 3.005 -2.109 1.304 0.337
H 0.909 -6.661 4.203 0.822 0.630 -2.086
H 1.627 -4.216 2.256 0.568 -0.968 2.092
H 3.114 -4.756 3.306 -2.292 -0.100 -0.142
H 1.459 -4.623 5.568 -0.397 1.040 -2.026
H 0.276 -3.614 4.369 2.117 -0.934 0.778
H 3.034 -2.576 3.877 -1.244 -0.025 2.235
H 2.942 -2.645 5.805 -1.307 -0.003 -1.867
H 0.455 -1.347 5.395 2.079 0.669 -1.193
H 2.126 -0.358 5.041 -1.733 -1.378 -0.641
H -0.299 -1.263 3.154 2.502 0.343 -0.135
H 1.327 -2.037 2.579 -0.812 1.914 0.854
H 4.302 0.056 -0.399 -0.282 -0.129 0.266
H 2.470 2.494 -1.293 -0.773 -2.166 0.104
H 0.963 1.307 -1.527 2.219 0.349 0.492
H 3.364 1.756 -3.418 -1.659 -2.176 1.241
H 3.652 0.079 -2.606 -1.732 1.533 -0.652
H 1.178 0.892 -4.479 1.090 -2.084 1.052
H 0.909 -0.397 -3.052 1.800 0.580 -2.046
H -0.808 2.806 6.707 1.433 1.017 -1.813
H -0.415 4.286 5.510 0.734 -2.335 0.738
H 0.992 3.318 6.425 -2.088 -0.286 -1.492
H -0.931 -1.276 0.574 -0.356 2.573 -0.263
H -3.097 -0.259 -1.122 1.666 2.063 1.461
H -3.424 2.505 -1.198 2.383 -0.813 1.658
H 0.130 3.462 1.540 -1.813 -1.764 -1.530
C 4.307 5.636 -3.872 0.008 0.421 -0.219
C 4.185 6.960 -3.731 0.068 -0.338 -0.276
C 3.856 7.564 -2.425 -0.001 0.561 0.154
O 3.742 8.775 -2.296 -0.183 -0.977 -0.278
C 3.668 6.650 -1.281 0.023 -0.375 0.345
C 3.789 5.327 -1.422 -0.073 0.334 0.123
C 4.119 4.722 -2.728 0.047 -0.671 0.009
O 4.232 3.511 -2.857 0.111 0.951 0.111
H 4.547 5.176 -4.823 -0.004 -0.019 0.030
H 4.320 7.644 -4.561 0.001 0.000 0.030
H 3.427 7.110 -0.330 -0.027 0.058 -0.078
H 3.654 4.643 -0.592 0.027 0.011 -0.006
C 5.351 11.146 -2.303 -0.272 0.150 -0.194
C 5.181 11.674 -3.519 -0.043 -0.224 0.350
C 6.196 12.564 -4.116 -0.218 0.286 -0.812
O 6.040 13.050 -5.228 0.134 -0.279 0.674
C 7.406 12.847 -3.319 0.278 -0.052 0.417
C 7.576 12.319 -2.103 0.201 0.288 -0.349
C 6.561 11.429 -1.506 0.078 -0.318 0.734
O 6.717 10.943 -0.394 -0.070 0.310 -0.701
H 4.616 10.492 -1.850 0.197 0.226 -0.022
H 4.299 11.476 -4.116 0.025 0.014 0.007
H 8.141 13.501 -3.772 -0.039 -0.009 -0.020
H 8.458 12.517 -1.506 -0.032 -0.023 0.003
C -7.377 -6.438 0.992 -0.288 -0.087 0.000
C -8.577 -6.415 0.405 0.275 0.005 0.354
C -8.717 -6.535 -1.060 -0.877 0.042 -0.310
O -9.816 -6.512 -1.597 0.745 -0.026 0.318
C -7.479 -6.683 -1.850 0.511 -0.038 -0.054
C -6.278 -6.706 -1.264 -0.233 -0.018 -0.404
C -6.139 -6.586 0.201 0.557 -0.003 0.342
O -5.040 -6.609 0.739 -0.557 0.024 -0.284
H -7.257 -6.350 2.065 0.017 0.019 -0.242
H -9.495 -6.307 0.971 0.045 0.022 -0.010
H -7.599 -6.771 -2.923 -0.031 0.003 0.027
H -5.361 -6.814 -1.830 -0.003 0.001 0.029
C 0.541 9.302 -1.651 -0.279 0.079 -0.391
C -0.468 9.978 -2.209 0.385 -0.310 -0.024
C -1.342 10.852 -1.402 -0.737 0.505 -0.419
O -2.268 11.470 -1.911 0.644 -0.430 0.357
C -1.057 10.952 0.043 0.272 -0.130 0.396
C -0.047 10.276 0.600 -0.349 0.310 0.035
C 0.827 9.402 -0.206 0.659 -0.415 0.331
O 1.752 8.785 0.303 -0.624 0.328 -0.250
H 1.191 8.656 -2.228 -0.034 0.070 0.063
H -0.690 9.916 -3.267 -0.027 0.024 0.043
H -1.707 11.599 0.620 -0.004 -0.012 -0.048
H 0.174 10.339 1.659 0.025 -0.025 -0.042
C 3.591 -2.215 -9.984 0.014 0.470 -0.209
C 3.469 -0.892 -9.844 0.097 -0.352 -0.329
C 3.140 -0.287 -8.538 -0.067 0.663 0.115
O 3.026 0.924 -8.408 0.066 -0.676 -0.102
C 2.952 -1.201 -7.394 0.006 -0.212 0.032
C 3.073 -2.525 -7.534 -0.064 0.371 0.162
C 3.403 -3.129 -8.840 0.053 -0.890 0.062
O 3.516 -4.340 -8.969 -0.060 0.744 0.015
H 3.831 -2.675 -10.935 -0.005 -0.023 0.035
H 3.604 -0.208 -10.673 -0.008 0.000 0.032
H 2.711 -0.741 -6.443 0.092 -0.084 -0.343
H 2.938 -3.209 -6.705 0.007 0.016 -0.024
C -9.094 -7.378 6.503 -0.277 0.049 -0.417
C -9.264 -6.850 5.287 -0.139 -0.256 0.335
C -8.249 -5.960 4.689 -0.123 0.286 -0.512
O -8.405 -5.475 3.577 -0.022 -0.206 0.745
C -7.039 -5.678 5.486 0.244 -0.044 0.362
C -6.869 -6.206 6.702 0.164 0.282 -0.377
C -7.884 -7.096 7.300 0.135 -0.408 0.944
O -7.728 -7.581 8.412 -0.119 0.360 -0.821
H -9.829 -8.032 6.956 0.042 0.014 0.017
H -10.146 -7.048 4.689 0.036 0.027 -0.003
H -6.304 -5.023 5.033 -0.032 -0.011 -0.020
H -5.987 -6.008 7.300 -0.045 -0.031 0.003
```
Positions in Å, forces in eV/Å.


Entry 2:
Entry from the Open Molecules 2025 dataset: an isolated molecule of C6H7NS in a non-equilibrium geometry (the ωB97M-V functional and the def2-TZVPD basis).

The calculation puts the HOMO-LUMO gap at 9.039 eV. As for the total energy: -685.6687 hartree. The value obtained for the HOMO energy is -0.3047 hartree. Its structure (SMILES) is C#C[C@@H]1CC(=S)N1C. Its largest force on an atom is 2.5 eV Å⁻¹. The spin multiplicity is 1.

The geometry in XYZ format:
```
15
Properties=species:S:1:pos:R:3:forces:R:3
C -0.532 1.878 0.016 -0.087 -0.962 -0.737
C 0.444 -0.483 0.605 -0.129 -0.253 -0.955
C -0.569 -1.593 0.191 0.283 -1.659 1.022
C -1.559 -0.500 -0.032 -2.030 0.768 -0.781
C 1.678 -0.388 -0.168 1.960 0.048 -1.605
C 2.698 -0.364 -0.843 -1.915 0.074 1.352
H -1.395 2.135 -0.624 0.576 0.216 0.250
H 0.468 2.100 -0.458 -1.158 -0.261 0.336
H -0.596 2.367 0.969 -0.075 0.500 0.384
H 0.699 -0.472 1.659 -0.204 0.060 0.311
H -0.781 -2.270 1.033 -0.187 0.125 -0.431
H -0.336 -2.191 -0.699 0.080 0.379 0.227
H 3.602 -0.311 -1.411 -0.189 -0.041 0.103
N -0.644 0.432 0.229 1.410 1.296 0.131
S -3.178 -0.340 -0.467 1.666 -0.290 0.395
```
Positions in Å, forces in eV/Å.